# 1
The following is a DFT calculation (ωB97M-V/def2-TZVPD) of 7 unconnected molecules or ions with the total composition C31H60F12N3O10 in a non-equilibrium geometry.

Last columns: bonded neighbours and bond lengths (Å).
CARTESIAN COORDINATES (ANGSTROEM)
1 C 3.927 2.000 -3.292  C2 1.529, H11 1.090, H12 1.090, H13 1.090
2 C 3.301 1.666 -1.938  C1 1.529, C3 1.549, H14 1.090, H15 1.090
3 C 4.193 2.079 -0.742  C2 1.549, C4 1.543, H16 1.090, H17 1.090
4 C 3.377 1.988 0.564  C3 1.543, N5 1.569, H18 1.090, H19 1.090
5 N 4.086 2.473 1.877  C4 1.569, C6 1.570, C9 1.522, C10 1.590
6 C 4.180 4.040 1.896  N5 1.570, C7 1.601, H20 1.090, H21 1.090
7 C 3.769 4.593 3.342  C6 1.601, C8 1.539, H22 1.090, H23 1.090
8 C 3.564 3.316 4.177  C7 1.539, C9 1.558, H24 1.090, H25 1.090
9 C 3.343 2.152 3.165  N5 1.522, C8 1.558, H26 1.090, H27 1.090
10 C 5.511 1.771 1.957  N5 1.590, H28 1.090, H29 1.090, H30 1.090
11 H 3.082 1.613 -3.861  C1 1.090
12 H 4.854 1.443 -3.427  C1 1.090
13 H 4.039 3.042 -3.593  C1 1.090
14 H 3.203 0.580 -1.927  C2 1.090
15 H 2.343 2.186 -1.930  C2 1.090
16 H 4.640 3.056 -0.925  C3 1.090
17 H 4.981 1.330 -0.823  C3 1.090
18 H 2.930 1.033 0.842  C4 1.090
19 H 2.508 2.643 0.515  C4 1.090
20 H 5.225 4.116 1.596  C6 1.090
21 H 3.631 4.537 1.096  C6 1.090
22 H 4.515 5.307 3.692  C7 1.090
23 H 2.876 5.203 3.213  C7 1.090
24 H 4.379 3.134 4.877  C8 1.090
25 H 2.680 3.321 4.814  C8 1.090
26 H 3.603 1.204 3.636  C9 1.090
27 H 2.281 2.041 2.946  C9 1.090
28 H 6.133 2.159 1.151  C10 1.090
29 H 5.447 0.691 1.825  C10 1.090
30 H 5.977 2.077 2.893  C10 1.090
31 C -2.933 -5.545 2.676  C32 1.535, H38 1.090, H39 1.090, H40 1.090
32 C -1.506 -5.660 2.124  C31 1.535, O33 1.234, N34 1.481
33 O -1.238 -6.582 1.349  C32 1.234
34 N -0.566 -4.530 2.305  C32 1.481, H35 1.010, H36 1.010, C37 1.534
35 H -1.008 -3.754 1.834  N34 1.010
36 H -0.444 -4.261 3.271  N34 1.010
37 C 0.850 -4.746 1.757  N34 1.534, H41 1.090, H42 1.090, H43 1.090
38 H -2.959 -6.086 3.622  C31 1.090
39 H -3.510 -6.016 1.880  C31 1.090
40 H -3.290 -4.592 3.065  C31 1.090
41 H 1.388 -3.811 1.914  C37 1.090
42 H 0.710 -5.048 0.719  C37 1.090
43 H 1.291 -5.590 2.287  C37 1.090
44 C -2.040 1.287 -1.914  C45 1.530, H51 1.090, H52 1.090, H53 1.090
45 C -0.661 0.646 -1.743  C44 1.530, O46 1.225, N47 1.534
46 O 0.160 0.542 -2.647  C45 1.225
47 N -0.340 0.010 -0.383  C45 1.534, H48 1.010, H49 1.010, C50 1.587
48 H -0.002 0.746 0.220  N47 1.010
49 H -1.176 -0.338 0.064  N47 1.010
50 C 0.854 -1.035 -0.396  N47 1.587, H54 1.090, H55 1.090, H56 1.090
51 H -2.067 2.074 -1.161  C44 1.090
52 H -2.787 0.506 -1.774  C44 1.090
53 H -2.028 1.794 -2.879  C44 1.090
54 H 0.613 -1.815 -1.118  C50 1.090
55 H 0.817 -1.513 0.583  C50 1.090
56 H 1.776 -0.484 -0.585  C50 1.090
57 C -7.346 -1.203 -2.328  O58 1.421, O59 1.385, C60 1.559, H71 1.090
58 O -6.904 -0.105 -3.113  C57 1.421, C64 1.418
59 O -8.361 -0.728 -1.513  C57 1.385
60 C -7.715 -2.406 -3.249  C57 1.559, F61 1.372, F62 1.312, F63 1.312
61 F -8.269 -3.510 -2.652  C60 1.372
62 F -8.626 -1.960 -4.081  C60 1.312
63 F -6.648 -2.838 -3.878  C60 1.312
64 C -5.865 0.713 -2.602  O58 1.418, C65 1.547, H69 1.090, H70 1.090
65 C -5.540 1.800 -3.654  C64 1.547, H66 1.090, H67 1.090, H68 1.090
66 H -6.432 2.420 -3.740  C65 1.090
67 H -4.741 2.442 -3.284  C65 1.090
68 H -5.432 1.491 -4.693  C65 1.090
69 H -4.999 0.054 -2.539  C64 1.090
70 H -6.187 1.193 -1.677  C64 1.090
71 H -6.491 -1.612 -1.791  C57 1.090
72 C 3.992 -1.975 1.915  O73 1.445, O74 1.443, C75 1.565, H86 1.090
73 O 3.281 -2.586 0.816  C72 1.445, C79 1.442
74 O 3.022 -1.012 2.377  C72 1.443
75 C 4.540 -3.028 2.936  C72 1.565, F76 1.305, F77 1.369, F78 1.279
76 F 4.585 -2.507 4.131  C75 1.305
77 F 3.782 -4.168 2.916  C75 1.369
78 F 5.695 -3.490 2.639  C75 1.279
79 C 3.973 -3.522 -0.036  O73 1.442, C80 1.536, H84 1.090, H85 1.090
80 C 3.264 -3.581 -1.397  C79 1.536, H81 1.090, H82 1.090, H83 1.090
81 H 2.294 -4.078 -1.378  C80 1.090
82 H 3.228 -2.557 -1.770  C80 1.090
83 H 3.873 -4.139 -2.108  C80 1.090
84 H 3.925 -4.540 0.352  C79 1.090
85 H 4.992 -3.290 -0.344  C79 1.090
86 H 4.884 -1.563 1.443  C72 1.090
87 C -0.481 3.546 1.266  O88 1.482, O89 1.385, C90 1.598, H101 1.090
88 O -0.325 3.816 -0.183  C87 1.482, C94 1.425
89 O -0.021 2.262 1.508  C87 1.385
90 C -0.006 4.721 2.239  C87 1.598, F91 1.362, F92 1.367, F93 1.302
91 F 1.040 5.405 1.698  C90 1.362
92 F -1.028 5.627 2.319  C90 1.367
93 F 0.437 4.239 3.364  C90 1.302
94 C -1.155 4.736 -0.887  O88 1.425, C95 1.505, H99 1.090, H100 1.090
95 C -1.067 4.679 -2.388  C94 1.505, H96 1.090, H97 1.090, H98 1.090
96 H -1.959 4.224 -2.818  C95 1.090
97 H -1.052 5.717 -2.720  C95 1.090
98 H -0.172 4.229 -2.818  C95 1.090
99 H -0.853 5.676 -0.424  C94 1.090
100 H -2.212 4.531 -0.720  C94 1.090
101 H -1.563 3.466 1.371  C87 1.090
102 C -3.243 -2.122 0.625  O103 1.433, O104 1.391, C105 1.587, H116 1.090
103 O -2.922 -1.807 -0.736  C102 1.433, C109 1.449
104 O -2.057 -2.389 1.301  C102 1.391
105 C -4.033 -0.878 1.214  C102 1.587, F106 1.375, F107 1.317, F108 1.319
106 F -4.440 -0.876 2.527  C105 1.375
107 F -3.339 0.241 1.185  C105 1.317
108 F -5.068 -0.532 0.474  C105 1.319
109 C -2.959 -2.846 -1.745  O103 1.449, C110 1.529, H114 1.090, H115 1.090
110 C -2.514 -2.199 -3.056  C109 1.529, H111 1.090, H112 1.090, H113 1.090
111 H -3.283 -1.710 -3.653  C110 1.090
112 H -1.603 -1.612 -2.939  C110 1.090
113 H -2.195 -3.038 -3.676  C110 1.090
114 H -3.959 -3.257 -1.884  C109 1.090
115 H -2.244 -3.648 -1.561  C109 1.090
116 H -3.985 -2.913 0.734  C102 1.090

Its highest occupied orbital energy is -3.01 eV. The net charge is -1. As for the largest force on an atom: 4.75 eV/Å.

---

# 2
The following is a DFT calculation (ωB97M-V/def2-TZVPD) of 2 unconnected molecules or ions with the total composition C4H12 in a non-equilibrium geometry.

Last columns: bonded neighbours and bond lengths (Å).
CARTESIAN COORDINATES (ANGSTROEM)
1 C -1.916 1.493 1.097  C2 1.550, H3 1.085, H4 1.093, H5 1.084
2 C -0.836 0.458 1.504  C1 1.550, H6 1.119, H7 1.079, H8 1.089
3 H -1.555 2.201 0.358  C1 1.085
4 H -2.741 0.923 0.661  C1 1.093
5 H -2.244 1.991 2.002  C1 1.084
6 H -0.437 0.135 0.510  C2 1.119
7 H 0.065 0.825 1.970  C2 1.079
8 H -1.350 -0.401 1.931  C2 1.089
9 C 0.897 -0.383 -1.448  C10 1.498, H11 1.107, H12 1.137, H13 1.079
10 C 1.881 -1.442 -1.058  C9 1.498, H14 1.103, H15 1.114, H16 1.100
11 H 0.270 -0.812 -2.254  C9 1.107
12 H 0.065 -0.323 -0.676  C9 1.137
13 H 1.433 0.544 -1.582  C9 1.079
14 H 1.312 -2.271 -0.603  C10 1.103
15 H 2.421 -1.894 -1.922  C10 1.114
16 H 2.734 -1.044 -0.488  C10 1.100

Its highest occupied orbital energy (spin up / spin down) is -16.78 / -16.24 eV. The value obtained for the energy above the lowest of the compared OMol25 structures with the same formula, charge and spin is 5.1 kcal per mole. The net charge is +1. As for the largest force on an atom: 2.80 eV/Å. Its expectation value of S² is 0.756. Its spin multiplicity is 2.

---

# 3
The following is a DFT calculation (ωB97M-V/def2-TZVPD) of a gas-phase ion, C5H12N (charge +1) in a non-equilibrium geometry.

Last columns: bonded neighbours and bond lengths (Å).
CARTESIAN COORDINATES (ANGSTROEM)
1 C -1.853 0.724 0.793  C2 1.388, H7 1.083, H8 1.030
2 C -0.849 0.280 -0.057  C1 1.388, C3 1.501, C4 1.493
3 C -1.244 -0.841 -0.974  C2 1.501, H9 1.164, H10 1.135, H11 1.101
4 C 0.585 0.488 0.303  C2 1.493, C5 1.542, N6 1.549, H12 1.155
5 C 1.230 -0.675 1.084  C4 1.542, H13 1.138, H14 1.107, H15 1.075
6 N 1.382 0.747 -1.000  C4 1.549, H16 0.950, H17 1.049, H18 1.017
7 H -1.515 1.493 1.475  C1 1.083
8 H -2.707 0.147 0.767  C1 1.030
9 H -1.522 -0.341 -1.988  C3 1.164
10 H -2.176 -1.373 -0.606  C3 1.135
11 H -0.450 -1.599 -1.052  C3 1.101
12 H 0.733 1.497 0.847  C4 1.155
13 H 1.177 -1.636 0.476  C5 1.138
14 H 0.557 -0.853 1.945  C5 1.107
15 H 2.156 -0.290 1.473  C5 1.075
16 H 1.144 1.574 -1.403  N6 0.950
17 H 0.997 -0.156 -1.370  N6 1.049
18 H 2.356 0.812 -0.713  N6 1.017

Its highest occupied orbital energy is -13.63 eV. The value obtained for the energy above the lowest of the compared OMol25 structures with the same formula, charge and spin is 54.2 kcal per mole. The net charge is +1. As for the largest force on an atom: 5.72 eV/Å.

---

# 4
The following is a DFT calculation (ωB97M-V/def2-TZVPD) of a gas-phase ion, C23H44BrF3IN5O3PS (charge +1) in a non-equilibrium geometry.

Last columns: bonded neighbours and bond lengths (Å).
CARTESIAN COORDINATES (ANGSTROEM)
1 C 8.043 -4.231 1.165  C2 1.542, H39 1.089, H40 1.092, H41 1.091
2 C 6.618 -3.643 1.146  C1 1.542, C3 1.544, H42 1.092, H43 1.094
3 C 6.344 -2.791 -0.111  C2 1.544, C4 1.537, H44 1.092, H45 1.091
4 C 6.892 -1.367 0.081  C3 1.537, C5 1.529, H46 1.094, H47 1.093
5 C 7.542 -0.766 -1.165  C4 1.529, C6 1.536, H48 1.092, H49 1.095
6 C 6.580 -0.424 -2.312  C5 1.536, C7 1.535, H50 1.095, H51 1.092
7 C 5.279 0.271 -1.887  C6 1.535, C8 1.542, H52 1.090, H53 1.094
8 C 5.464 1.749 -1.488  C7 1.542, C9 1.541, H54 1.095, H55 1.090
9 C 5.082 2.107 -0.039  C8 1.541, C10 1.539, H56 1.096, H57 1.090
10 C 3.779 1.475 0.483  C9 1.539, C11 1.531, H58 1.091, H59 1.096
11 C 2.780 2.484 1.054  C10 1.531, C12 1.553, H60 1.089, H61 1.094
12 C 1.557 1.739 1.657  C11 1.553, C13 1.539, H62 1.095, H63 1.092
13 C 0.203 2.274 1.160  C12 1.539, C14 1.541, H64 1.092, H65 1.094
14 C -0.926 1.803 2.096  C13 1.541, C15 1.529, H66 1.089, H67 1.091
15 C -2.266 2.485 1.814  C14 1.529, C16 1.553, H68 1.089, H69 1.098
16 C -2.755 2.334 0.348  C15 1.553, N17 1.515, H70 1.085, H71 1.086
17 N -4.148 1.741 0.277  C16 1.515, C18 1.521, C35 1.489, H72 1.026
18 C -4.954 2.237 -0.913  N17 1.521, I19 2.161, C20 1.587, H73 1.085
19 I -3.771 2.394 -2.714  C18 2.161
20 C -6.356 1.519 -1.104  C18 1.587, N21 1.411, Br22 2.016, N23 1.459
21 N -6.980 1.781 -2.342  C20 1.411, H74 1.010, H75 1.009
22 Br -7.526 2.516 0.200  C20 2.016
23 N -6.421 0.117 -0.707  C20 1.459, P24 1.716, C28 1.464
24 P -6.306 -1.051 -1.959  N23 1.716, N25 1.548, O26 1.611, O27 1.589
25 N -7.597 -1.129 -2.809  P24 1.548, H76 1.012
26 O -5.074 -0.638 -2.910  P24 1.611, H77 0.969
27 O -5.840 -2.416 -1.290  P24 1.589, H78 0.966
28 C -5.674 -0.098 0.534  N23 1.464, C29 1.534, C35 1.552, H79 1.094
29 C -5.867 -1.450 1.234  C28 1.534, O30 1.426, H80 1.089, H81 1.089
30 O -7.225 -1.829 1.017  C29 1.426, C31 1.354
31 C -7.540 -3.055 1.499  O30 1.354, F32 1.339, F33 1.339, F34 1.324
32 F -6.821 -4.029 0.928  C31 1.339
33 F -7.351 -3.129 2.823  C31 1.339
34 F -8.820 -3.280 1.244  C31 1.324
35 C -4.182 0.252 0.293  N17 1.489, C28 1.552, N36 1.454, H82 1.093
36 N -3.376 -0.301 1.370  C35 1.454, C37 1.229
37 C -2.555 -1.161 1.059  N36 1.229, S38 1.543
38 S -1.659 -2.376 0.740  C37 1.543
39 H 8.078 -5.220 1.619  C1 1.089
40 H 8.440 -4.320 0.151  C1 1.092
41 H 8.729 -3.577 1.705  C1 1.091
42 H 5.884 -4.444 1.252  C2 1.092
43 H 6.515 -3.020 2.039  C2 1.094
44 H 5.260 -2.796 -0.245  C3 1.092
45 H 6.822 -3.294 -0.954  C3 1.091
46 H 6.084 -0.729 0.449  C4 1.094
47 H 7.634 -1.375 0.884  C4 1.093
48 H 8.156 0.093 -0.887  C5 1.092
49 H 8.233 -1.523 -1.551  C5 1.095
50 H 7.102 0.259 -2.989  C6 1.095
51 H 6.325 -1.299 -2.915  C6 1.092
52 H 4.794 -0.327 -1.115  C7 1.090
53 H 4.607 0.233 -2.750  C7 1.094
54 H 6.532 1.968 -1.591  C8 1.095
55 H 4.974 2.413 -2.201  C8 1.090
56 H 4.937 3.193 -0.012  C9 1.096
57 H 5.926 1.923 0.626  C9 1.090
58 H 3.263 0.890 -0.280  C10 1.091
59 H 4.036 0.779 1.289  C10 1.096
60 H 3.222 3.113 1.825  C11 1.089
61 H 2.388 3.085 0.229  C11 1.094
62 H 1.622 0.693 1.338  C12 1.095
63 H 1.600 1.707 2.747  C12 1.092
64 H 0.246 3.363 1.102  C13 1.092
65 H 0.032 1.824 0.178  C13 1.094
66 H -1.024 0.720 2.035  C14 1.089
67 H -0.618 2.046 3.114  C14 1.091
68 H -2.254 3.535 2.103  C15 1.089
69 H -3.014 2.010 2.462  C15 1.098
70 H -2.072 1.714 -0.222  C16 1.085
71 H -2.815 3.341 -0.057  C16 1.086
72 H -4.618 2.138 1.098  N17 1.026
73 H -5.176 3.272 -0.674  C18 1.085
74 H -7.188 2.762 -2.458  N21 1.010
75 H -6.516 1.394 -3.151  N21 1.009
76 H -8.025 -2.046 -2.807  N25 1.012
77 H -5.468 -0.452 -3.775  O26 0.969
78 H -6.099 -3.166 -1.840  O27 0.966
79 H -5.995 0.634 1.281  C28 1.094
80 H -5.706 -1.325 2.303  C29 1.089
81 H -5.178 -2.206 0.859  C29 1.089
82 H -3.847 -0.099 -0.686  C35 1.093

Its highest occupied orbital energy is -11.91 eV. The net charge is +1. As for the largest force on an atom: 3.23 eV/Å.